{
  "formula": "C7H12Si",
  "method": "ωB97M-V/def2-TZVPD",
  "symbols": ["C", "C", "C", "C", "C", "C", "C", "Si", "H", "H", "H", "H", "H", "H", "H", "H", "H", "H", "H", "H"],
  "xyz": [[0.380, 1.061, -1.456], [0.441, -0.243, -1.458], [1.439, 1.076, 0.794], [1.059, -0.562, 0.942], [-1.114, 1.343, 0.347], [0.241, 1.599, -0.072], [0.262, -0.935, -0.234], [-1.167, -2.132, -0.349], [0.463, 1.691, -2.432], [0.383, -0.753, -2.522], [1.554, 1.527, 1.758], [2.435, 1.159, 0.177], [1.943, -1.114, 0.853], [0.733, -0.848, 1.909], [-1.389, 1.619, 1.381], [-1.824, 0.915, -0.319], [0.359, 2.648, -0.116], [-2.206, -1.572, -1.041], [-1.607, -2.192, 0.986], [-0.920, -3.377, -1.384]],
  "largest_force_ev_per_a": 4.2,
  "e_tot_ev": -15325.049,
  "multiplicity": 3,
  "e_above_lowest_ev": 0.474,
  "e_lumo_ev": [1.01, -0.73],
  "gap_ev": [7.89, 8.65]
}